(1)
# C5H13NO4

3 unconnected molecules or ions with the total composition C5H13NO4 (the ωB97M-V functional and the def2-TZVPD basis, the Open Molecules 2025 dataset).

Calculated total energy, a.u.: -553.91819
Orbital gap, eV: 9.895
HOMO, eV: -9.45

Each line ends with the natural charge from an NBO analysis.
Element x y z (Å)
C 1.03 -1.09 -1.59  -0.3543
C 1.33 -1.32 -0.26  -0.1988
C 0.89 -0.94 1.03  -0.4321
C -0.02 0.41 1.04  -0.1508
N -0.48 0.88 2.41  -0.8089
C 0.71 1.59 0.50  0.7924
O 1.69 2.16 0.84  -0.5532
O 0.30 1.76 -0.82  -0.7411
H 0.38 -0.43 -1.88  0.1857
H 1.38 -1.63 -2.45  0.1932
H 2.16 -1.90 -0.12  0.1897
H 0.22 -1.60 1.56  0.2338
H 1.82 -0.67 1.70  0.2238
H -0.88 0.22 0.35  0.2024
H 0.28 0.61 3.11  0.3621
H -1.25 0.14 2.84  0.3421
H 0.51 2.56 -1.27  0.5000
O -1.67 -1.47 -2.47  -0.9840
H -2.41 -1.88 -1.93  0.5119
H -0.97 -2.01 -2.73  0.4783
O -2.46 -1.18 -0.13  -0.9690
H -2.53 -1.03 0.84  0.4808
H -1.87 -0.55 -0.57  0.4960


(2)
# C5H13NO5P

2 unconnected molecules or ions with the total composition C5H13NO5P (the ωB97M-V functional and the def2-TZVPD basis, the Open Molecules 2025 dataset).

Calculated total energy, a.u.: -970.43301
Orbital gap, eV: 7.436
Total charge: -1
HOMO, eV: -4.34

Each line ends with the natural charge from an NBO analysis.
Element x y z (Å)
O 3.70 -0.51 -0.12  -0.5657
C 2.58 -0.65 0.07  0.6695
O 1.62 -0.08 -0.65  -0.5262
C 1.72 1.33 -0.83  -0.0750
C 0.73 2.14 0.02  -0.4344
C 0.13 1.42 1.24  -0.4005
C -1.30 0.84 1.07  -0.7604
P -1.74 -0.06 -0.56  0.6595
H 2.25 -1.27 0.90  0.1154
H 1.49 1.53 -1.87  0.1870
H 2.74 1.65 -0.68  0.1874
H -0.02 2.60 -0.59  0.2073
H 1.32 2.96 0.42  0.1974
H 0.07 2.16 2.02  0.1953
H 0.79 0.65 1.62  0.1965
H -2.05 1.59 1.32  0.1853
H -1.40 0.08 1.84  0.2120
H -1.51 1.13 -1.34  -0.0941
H -3.06 -0.25 -0.06  -0.0361
H -0.80 -1.08 -0.32  0.0203
H -2.11 -0.74 -1.80  -0.1576
N -1.29 -3.87 -0.42  0.7089
O -0.99 -3.77 -1.63  -0.5512
O -0.89 -4.84 0.25  -0.5538
O -1.99 -2.98 0.12  -0.5868


(3)
# C5H13NOS

2 unconnected molecules or ions with the total composition C5H13NOS (the ωB97M-V functional and the def2-TZVPD basis, the Open Molecules 2025 dataset).

Multiplicity: 2
Calculated total energy, a.u.: -726.11068
Orbital gap (alpha / beta), eV: 8.887 / 3.482
⟨S²⟩: 0.7542
Total charge: +1
HOMO (alpha / beta), eV: -12.83 / -12.81

Each line ends with the natural charge from an NBO analysis.
Element x y z (Å)
C -1.05 -0.88 -0.38  -0.2343
C -1.79 -1.42 -1.65  -0.6104
S -1.84 -0.13 -2.89  0.6749
N -1.14 -1.89 0.69  -0.7566
H 0.01 -0.67 -0.66  0.1981
H -1.49 0.05 -0.03  0.2180
H -1.24 -2.29 -1.99  0.2860
H -2.82 -1.72 -1.37  0.2896
H -2.76 -0.71 -3.67  0.1577
H -0.75 -2.81 0.38  0.3781
H -0.77 -1.60 1.54  0.3929
O 1.83 2.32 -1.30  -0.4887
C 1.31 1.75 -0.36  0.4234
C 2.02 1.02 0.78  -0.5215
C 1.41 1.41 2.09  -0.6110
H 0.21 1.91 -0.19  0.0855
H 3.10 1.28 0.83  0.2511
H 1.92 -0.08 0.76  0.2160
H 1.68 2.42 2.42  0.2286
H 1.84 0.72 2.84  0.2263
H 0.31 1.31 2.15  0.1962